DFT (ωB97M-V/def2-TZVPD) results for a structure of composition C11H15ClN4O5S2TeY at a distorted geometry.

* spin multiplicity: 1
* HOMO: -3.880 eV
* E_LUMO: 1.83 eV
* charge: -1
* DFT total energy: -70368.5418 eV
* frontier orbital gap: 0.2099 hartree

Element x y z (Å)
Y1 0.000 0.000 0.000
S1 1.016 -0.132 -2.492
C1 0.090 1.019 -3.435
C2 0.483 1.090 -4.821
N1 0.778 1.170 -5.946
C3 -0.915 1.799 -2.961
S2 -1.496 1.818 -1.308
C4 -1.608 2.713 -3.835
N2 -2.150 3.443 -4.566
O1 -2.341 -2.430 1.014
Cl1 -1.087 -2.180 0.318
O2 -0.600 -3.468 -0.153
O3 -1.478 -1.407 -0.954
O4 -0.096 -1.750 1.415
C5 4.921 -1.504 0.668
Te1 2.860 -0.958 0.453
C6 2.477 -2.757 -0.647
H1 5.364 -1.704 -0.329
H2 5.015 -2.385 1.336
H3 5.466 -0.651 1.120
H4 2.813 -3.637 -0.060
H5 2.978 -2.715 -1.636
H6 1.382 -2.848 -0.802
N3 -1.372 0.748 1.696
C7 -2.060 1.123 2.547
N4 -2.887 1.573 3.570
C8 -3.413 0.667 4.565
C9 -4.944 0.755 4.503
O5 -5.372 2.100 4.672
C10 -4.888 2.901 3.602
C11 -3.355 2.940 3.611
H7 -3.072 0.996 5.571
H8 -3.070 -0.377 4.396
H9 -5.375 0.132 5.314
H10 -5.324 0.343 3.540
H11 -5.277 3.935 3.718
H12 -5.268 2.519 2.627
H13 -3.009 3.413 4.557
H14 -2.969 3.535 2.754
H15 1.001 1.698 0.561

***

DFT (ωB97M-V/def2-TZVPD) results for a structure of composition C11H15ClNO3PtSSc at a distorted geometry.

* spin multiplicity: 3
* HOMO (spin up / spin down): 1.487 / -1.668 eV
* relative energy (zero: lowest compared OMol25 entry of this formula, charge and spin): 0.00 kcal per mole
* E_LUMO (spin up / spin down): 4.42 / 4.40 eV
* charge: -2
* DFT total energy: -66584.9423 eV
* frontier orbital gap (spin up / spin down): 0.1076 / 0.2228 hartree

Element x y z (Å)
Sc1 0.432 0.215 -3.321
Cl1 1.361 2.241 -2.689
C1 -1.106 -0.024 -4.978
C2 2.095 -0.841 -4.457
H1 -0.550 -0.824 -5.499
H2 -2.110 -0.388 -4.734
H3 -1.185 0.842 -5.670
H4 1.523 -1.415 -5.208
H5 2.706 -1.538 -3.870
H6 2.764 -0.137 -4.994
Pt1 -0.184 -0.503 -0.834
C3 -1.546 0.892 -1.603
C4 0.437 -1.614 -2.144
H7 -1.688 0.978 -2.707
H8 -2.517 0.566 -1.207
H9 -1.307 1.875 -1.181
H10 1.482 -1.937 -2.255
H11 -0.252 -2.209 -2.789
O1 2.693 1.719 3.012
S1 2.111 0.412 2.836
O2 2.925 -0.772 2.961
N1 1.195 0.353 1.415
C5 -0.102 0.415 1.613
O3 -0.945 0.472 0.627
C6 -0.499 0.320 3.050
C7 -1.765 0.216 3.630
C8 -1.842 0.067 5.014
C9 -0.675 0.009 5.794
C10 0.595 0.128 5.210
C11 0.643 0.271 3.830
H12 -2.637 0.248 2.983
H13 -2.811 -0.019 5.500
H14 -0.756 -0.133 6.869
H15 1.514 0.115 5.797

***

DFT (ωB97M-V/def2-TZVPD) results for a structure of composition C11H15CsN4OS3 at a distorted geometry.

* spin multiplicity: 2
* HOMO (spin up / spin down): -2.265 / -4.360 eV
* E_LUMO (spin up / spin down): 2.29 / 2.25 eV
* charge: -1
* DFT total energy: -52709.5482 eV
* frontier orbital gap (spin up / spin down): 0.1673 / 0.2428 hartree

Element x y z (Å)
Cs1 0.790 0.615 -0.933
C1 1.316 -3.565 2.401
C2 0.841 -2.390 1.583
N1 1.642 -1.466 1.160
N2 2.915 -1.586 1.588
C3 3.830 -0.787 1.070
N3 5.060 -0.951 1.683
S1 3.790 0.325 -0.224
C4 -0.599 -2.247 1.316
C5 -1.533 -3.100 1.922
C6 -2.883 -2.911 1.695
C7 -3.296 -1.881 0.864
C8 -2.308 -1.091 0.296
N4 -1.012 -1.258 0.507
H1 2.383 -3.684 2.248
H2 0.803 -4.484 2.113
H3 1.141 -3.396 3.468
H4 5.025 -1.354 2.607
H5 5.695 -0.186 1.539
H6 -1.201 -3.895 2.572
H7 -3.613 -3.559 2.166
H8 -4.342 -1.696 0.660
H9 -2.572 -0.273 -0.369
C9 -2.327 4.440 -1.806
S2 -1.225 3.042 -2.490
C10 0.007 4.271 -3.020
O1 -0.738 2.486 -1.183
H10 -1.777 5.021 -1.064
H11 -3.180 3.949 -1.338
H12 -2.664 5.067 -2.633
H13 -0.479 5.008 -3.655
H14 0.806 3.768 -3.557
H15 0.391 4.731 -2.110
S3 -0.602 1.502 -5.290
C11 -0.081 1.535 -3.787

***

DFT (ωB97M-V/def2-TZVPD) results for a structure of composition C11H15IN5O3Rh.

* spin multiplicity: 1
* HOMO: -15.500 eV
* relative energy (zero: lowest compared OMol25 entry of this formula, charge and spin): 2.06 kcal per mole
* E_LUMO: -5.99 eV
* charge: +2
* DFT total energy: -36339.5681 eV
* frontier orbital gap: 0.3497 hartree

Element x y z (Å)
Rh1 -0.332 -0.851 1.100
N1 -1.182 -1.209 2.899
C1 -0.842 0.145 2.740
C2 0.452 3.797 0.990
O1 0.560 4.920 1.213
O2 0.341 2.656 0.767
H1 -2.164 -1.456 2.929
H2 -0.613 -1.775 3.520
H3 0.013 0.493 3.305
H4 -1.670 0.836 2.657
C3 4.355 0.266 -2.092
N2 3.293 -0.034 -1.137
C4 3.522 -0.567 0.201
C5 2.102 -0.704 0.660
O3 1.630 -1.086 1.751
N3 1.242 -0.341 -0.299
C6 1.988 0.055 -1.367
N4 1.450 0.475 -2.497
H5 5.289 0.372 -1.547
H6 4.156 1.215 -2.590
H7 4.462 -0.531 -2.827
H8 4.086 0.124 0.830
H9 4.034 -1.531 0.184
H10 0.449 0.531 -2.579
H11 2.012 0.737 -3.290
I1 -1.533 -3.429 -0.326
C7 -2.694 -1.686 -0.367
C8 -3.927 -1.659 -0.990
C9 -4.622 -0.459 -1.018
C10 -4.058 0.670 -0.439
C11 -2.825 0.561 0.168
N5 -2.157 -0.605 0.217
H12 -4.329 -2.555 -1.441
H13 -5.592 -0.407 -1.495
H14 -4.565 1.625 -0.456
H15 -2.331 1.409 0.622

***

DFT (ωB97M-V/def2-TZVPD) results for a structure of composition C11H15MgNP at a distorted geometry.

* spin multiplicity: 1
* HOMO (spin up / spin down): -1.333 / -1.332 eV
* E_LUMO (spin up / spin down): 2.97 / 2.99 eV
* charge: -1
* DFT total energy: -27870.6707 eV
* frontier orbital gap (spin up / spin down): 0.1583 / 0.1587 hartree

Element x y z (Å)
C1 0.266 0.010 -3.178
C2 -0.930 -0.680 -3.445
C3 -0.731 -2.072 -3.195
C4 0.623 -2.271 -2.783
C5 1.284 -1.028 -2.760
Mg1 1.048 1.277 0.771
P1 -0.365 2.793 -0.614
H1 0.472 1.071 -3.259
H2 -1.848 -0.222 -3.806
H3 -1.479 -2.855 -3.318
H4 2.325 -0.817 -2.540
H5 1.082 -3.228 -2.541
H6 -1.741 2.945 -0.252
H7 -0.534 2.621 -2.026
H8 0.000 4.177 -0.635
N1 0.075 -0.609 0.167
C6 0.018 -0.525 1.600
C7 1.273 -0.338 2.251
C8 1.270 0.192 3.556
C9 0.066 0.540 4.154
C10 -1.151 0.376 3.485
C11 -1.190 -0.169 2.206
H9 0.721 -1.301 -0.210
H10 -0.812 -0.692 -0.330
H11 2.199 -0.674 1.765
H12 2.214 0.269 4.099
H13 0.060 0.906 5.184
H14 -2.087 0.632 3.984
H15 -2.127 -0.331 1.666

***

DFT (ωB97M-V/def2-TZVPD) results for a cluster of 2 separate species, C11H15N in total at a distorted geometry.

* spin multiplicity: 2
* HOMO (spin up / spin down): 0.712 / -2.914 eV
* relative energy (zero: lowest compared OMol25 entry of this formula, charge and spin): 34.14 kcal per mole
* E_LUMO (spin up / spin down): 3.42 / 3.40 eV
* charge: -1
* DFT total energy: -13138.0838 eV
* frontier orbital gap (spin up / spin down): 0.0996 / 0.2322 hartree

Element x y z (Å)
C1 -2.177 -0.040 2.713
C2 -1.615 0.007 0.284
C3 -2.581 0.209 1.340
C4 -2.332 0.094 -0.983
C5 -3.831 0.310 0.785
C6 0.415 -0.045 -1.051
C7 -0.337 0.109 -2.251
C8 -0.189 -0.249 0.181
C9 -1.724 0.274 -2.198
N1 -3.636 0.382 -0.621
H1 1.458 0.106 -1.177
H2 0.116 0.265 -3.185
H3 0.301 -0.344 1.161
H4 -2.452 0.456 -3.016
H5 -2.964 0.517 3.251
H6 -1.189 0.264 2.989
H7 -4.753 0.495 1.236
H8 -4.254 0.844 -1.321
H9 -2.186 -1.094 2.964
C10 3.499 -0.314 0.033
C11 4.978 -0.249 -0.225
H10 3.056 -1.024 -0.706
H11 3.280 -0.652 1.059
H12 3.036 0.554 -0.313
H13 5.299 -1.318 -0.486
H14 5.530 0.058 0.684
H15 5.252 0.385 -1.147

***

DFT (ωB97M-V/def2-TZVPD) results for a cluster of 2 separate species, C11H15N in total at a distorted geometry.

* spin multiplicity: 2
* HOMO (spin up / spin down): 0.462 / -2.844 eV
* relative energy (zero: lowest compared OMol25 entry of this formula, charge and spin): 8.46 kcal per mole
* E_LUMO (spin up / spin down): 3.85 / 3.80 eV
* charge: -1
* DFT total energy: -13139.1975 eV
* frontier orbital gap (spin up / spin down): 0.1245 / 0.2441 hartree

Element x y z (Å)
C1 1.413 1.144 1.879
C2 -0.295 -1.974 0.729
C3 0.509 -0.816 0.504
C4 0.560 -0.072 1.704
C5 -0.227 -0.739 2.649
C6 -0.863 -2.653 -0.337
C7 -0.366 -2.359 -1.649
C8 0.992 -0.561 -0.808
C9 0.574 -1.373 -1.876
N1 -0.643 -1.953 2.060
H1 -1.441 -2.414 2.456
H2 -1.672 -3.375 -0.311
H3 -0.057 -0.685 3.714
H4 -0.653 -3.023 -2.462
H5 1.713 0.231 -0.978
H6 0.966 2.069 1.501
H7 2.415 0.938 1.504
H8 0.913 -1.150 -2.882
H9 1.464 1.352 2.950
C10 -0.074 2.601 -1.597
C11 -1.213 1.750 -1.032
H10 0.502 3.030 -0.780
H11 0.544 2.022 -2.283
H12 -0.473 3.432 -2.182
H13 -2.169 1.878 -1.528
H14 -1.065 0.677 -0.959
H15 -1.356 2.025 0.014

***

DFT (ωB97M-V/def2-TZVPD) results for a cluster of 2 separate species, C11H15N in total at a distorted geometry.

* spin multiplicity: 1
* HOMO: -7.788 eV
* relative energy (zero: lowest compared OMol25 entry of this formula, charge and spin): 39.68 kcal per mole
* E_LUMO: 0.95 eV
* DFT total energy: -13139.0707 eV
* frontier orbital gap: 0.3210 hartree

Element x y z (Å)
C1 0.408 -0.690 2.010
C2 -0.034 -0.555 0.604
C3 0.613 -0.887 -0.562
N1 -0.035 -0.426 -1.681
C4 -1.278 0.099 -1.254
C5 -2.247 0.762 -2.049
C6 -2.956 1.682 -1.329
C7 -3.077 1.638 0.096
C8 -2.326 0.709 0.767
C9 -1.265 0.000 0.144
H1 -0.444 -0.167 2.547
H2 1.390 -0.271 2.137
H3 0.478 -1.651 2.542
H4 1.274 -1.752 -0.518
H5 0.081 -0.862 -2.580
H6 -2.217 0.661 -3.111
H7 -3.672 2.368 -1.771
H8 -3.745 2.365 0.530
H9 -2.250 0.837 1.849
C10 4.473 -1.031 0.385
C11 4.648 -0.612 1.851
H10 4.956 -0.260 -0.257
H11 5.022 -1.941 0.113
H12 3.445 -0.983 -0.006
H13 3.959 0.194 2.080
H14 5.684 -0.405 2.151
H15 4.445 -1.490 2.443